{
  "formula": "C3H5NO3",
  "method": "ωB97M-V/def2-TZVPD",
  "total_charge": 0,
  "homo_energy_ev": -10.1429,
  "gap_ev": 10.66,
  "mol_weight_g_mol": 103.08,
  "species": ["C", "C", "C", "N", "O", "O", "O", "H", "H", "H", "H", "H"],
  "xyz": [[0.40, -0.34, 0.31], [-0.60, 0.31, -0.52], [1.89, -0.08, 0.12], [-2.35, 0.25, 0.08], [-2.45, -0.09, 1.22], [-3.15, 0.66, -0.70], [-0.20, -0.94, -0.85], [-0.01, -0.65, 1.34], [-0.19, 1.07, -1.15], [2.12, 0.98, 0.21], [2.03, -0.58, -0.94], [2.52, -0.59, 0.89]],
  "lowdin_charge": [-0.301, -0.122, -0.035, -0.310, 0.074, 0.083, 0.014, 0.161, 0.146, 0.072, 0.135, 0.083]
}

***

{
  "formula": "C3H5NO3",
  "method": "ωB97M-V/def2-TZVPD",
  "total_charge": 0,
  "smiles": "C/C(=N/O)OC=O",
  "homo_energy_ev": -9.7587,
  "gap_ev": 10.52,
  "mol_weight_g_mol": 103.08,
  "species": ["C", "C", "C", "H", "H", "H", "H", "H", "N", "O", "O", "O"],
  "xyz": [[-0.91, 0.47, -1.50], [0.08, 0.07, -0.32], [-0.50, -1.05, 1.80], [-1.83, 0.93, -0.99], [-0.35, 1.22, -2.18], [-1.30, -0.29, -2.05], [-0.68, -1.98, 2.22], [2.93, 0.69, 0.00], [1.17, 0.64, -0.46], [-0.25, -0.93, 0.46], [-0.41, 0.02, 2.48], [2.05, 0.20, 0.54]],
  "lowdin_charge": [0.011, -0.446, -0.164, 0.101, 0.108, 0.019, 0.123, 0.220, 0.018, 0.070, 0.041, -0.101]
}

***

{
  "formula": "C3H5NO3",
  "method": "ωB97M-V/def2-TZVPD",
  "total_charge": 1,
  "multiplicity": 2,
  "homo_energy_ev": [-15.2813, -15.1062],
  "gap_ev": [8.87, 4.61],
  "mol_weight_g_mol": 103.08,
  "species": ["O", "C", "C", "N", "C", "O", "O", "H", "H", "H", "H", "H"],
  "xyz": [[2.68, 0.51, 1.48], [2.18, 0.33, 0.43], [0.85, -0.47, 0.14], [-0.20, 0.45, -0.19], [-1.46, -0.01, -0.52], [-1.51, -1.34, -0.37], [-2.34, 0.71, -0.85], [2.65, 0.56, -0.55], [1.12, -1.07, -0.73], [0.60, -1.03, 1.03], [-0.14, 1.47, -0.13], [-2.31, -1.63, -0.87]],
  "lowdin_charge": [0.382, -0.019, -0.054, 0.083, -0.600, 0.140, 0.198, 0.218, 0.153, 0.155, 0.179, 0.165]
}

***

{
  "formula": "C3H5NO3S",
  "method": "ωB97M-V/def2-TZVPD",
  "total_charge": 0,
  "homo_energy_ev": -9.7990,
  "gap_ev": 9.13,
  "mol_weight_g_mol": 135.14,
  "species": ["C", "C", "C", "H", "H", "H", "H", "H", "N", "O", "O", "O", "S"],
  "xyz": [[-0.02, -1.77, -0.69], [-0.78, -0.51, -0.26], [0.98, 2.40, -0.04], [-0.02, -1.90, 1.07], [-0.63, 0.42, -0.97], [-1.87, -0.68, -0.55], [1.64, 1.30, 1.76], [1.84, 3.43, 0.47], [0.78, 1.16, 0.62], [0.11, -2.61, 0.38], [0.14, -2.05, -1.83], [0.09, 2.52, -1.06], [-0.64, 0.36, 1.24]],
  "lowdin_charge": [-0.569, -0.460, -0.297, 0.058, 0.104, 0.128, 0.237, 0.223, -0.407, 0.075, 0.142, -0.133, 0.899]
}

***

{
  "formula": "C3H5NO3S",
  "method": "ωB97M-V/def2-TZVPD",
  "total_charge": 0,
  "multiplicity": 3,
  "homo_energy_ev": [-6.7962, -10.7425],
  "gap_ev": [7.47, 7.53],
  "mol_weight_g_mol": 135.14,
  "species": ["C", "C", "C", "N", "O", "O", "O", "S", "H", "H", "H", "H", "H"],
  "xyz": [[0.38, 1.28, 0.22], [0.63, 0.05, 0.89], [1.09, -1.25, 0.24], [-0.48, 1.73, -0.58], [1.47, 1.24, 0.84], [-3.08, 0.33, -0.16], [-1.77, -0.90, -1.94], [-1.87, -0.28, -0.64], [0.18, 0.07, 1.93], [0.76, -1.46, -0.77], [0.76, -2.07, 0.85], [2.14, -1.26, 0.22], [-0.23, 2.53, -1.11]],
  "lowdin_charge": [-0.509, -0.224, -0.024, 0.133, 0.167, -0.400, -0.405, 0.793, 0.169, 0.072, 0.082, 0.068, 0.078]
}

***

{
  "formula": "C3H5NO4",
  "method": "ωB97M-V/def2-TZVPD",
  "total_charge": 0,
  "smiles": "NC(C(=O)O)C(=O)O",
  "homo_energy_ev": -10.2840,
  "gap_ev": 10.56,
  "mol_weight_g_mol": 119.08,
  "species": ["C", "C", "C", "H", "H", "H", "H", "H", "N", "O", "O", "O", "O"],
  "xyz": [[-0.42, -0.09, -0.48], [-0.72, -0.64, 0.71], [0.87, 0.93, -0.35], [-0.35, -1.75, -1.17], [0.59, -0.90, -1.87], [-1.12, 0.61, -0.61], [-1.17, -0.66, 2.64], [1.51, 2.53, 0.25], [-0.22, -0.90, -1.55], [-1.02, 0.16, 1.80], [-0.54, -1.93, 1.02], [0.68, 1.97, 0.55], [1.90, 0.67, -0.93]],
  "lowdin_charge": [-0.286, -0.404, -0.349, 0.053, -0.012, 0.132, 0.281, 0.187, 0.172, 0.027, -0.008, 0.070, 0.139]
}

***

{
  "formula": "C3H5NO4",
  "method": "ωB97M-V/def2-TZVPD",
  "total_charge": 0,
  "homo_energy_ev": -9.7289,
  "gap_ev": 9.29,
  "mol_weight_g_mol": 119.08,
  "species": ["C", "C", "C", "N", "O", "O", "O", "O", "H", "H", "H", "H", "H"],
  "xyz": [[2.09, 1.49, 0.50], [0.59, 1.06, -0.69], [1.72, 0.29, -0.10], [1.94, -1.08, -0.12], [1.11, -1.70, -0.79], [2.85, -1.59, 0.48], [1.08, 2.23, 0.06], [-1.66, -1.46, 0.79], [-1.79, -2.27, 1.26], [3.02, 1.98, 0.80], [0.61, 0.90, -1.78], [-0.39, 0.84, -0.30], [-2.28, -1.69, 0.08]],
  "lowdin_charge": [-0.012, -0.060, -0.127, -0.388, 0.064, 0.090, 0.007, -0.047, 0.020, 0.144, 0.150, 0.116, 0.044]
}

***

{
  "formula": "C3H5NO4P",
  "method": "ωB97M-V/def2-TZVPD",
  "total_charge": -1,
  "homo_energy_ev": -4.8170,
  "gap_ev": 8.10,
  "mol_weight_g_mol": 150.05,
  "species": ["C", "C", "C", "N", "O", "O", "O", "O", "P", "H", "H", "H", "H", "H"],
  "xyz": [[0.99, 0.17, 0.77], [-0.26, -0.08, 0.52], [1.65, 1.05, 1.83], [-0.49, -1.30, -1.09], [-2.22, -1.44, -3.14], [-2.99, -0.36, -0.83], [0.61, -1.62, -1.41], [-0.98, 0.55, -2.09], [-2.04, -0.56, -1.93], [1.63, -0.33, 0.08], [-1.27, 0.23, 0.66], [0.98, 1.70, 2.51], [2.02, 0.41, 2.71], [2.36, 1.60, 1.42]],
  "lowdin_charge": [-0.214, 0.066, -0.100, -0.070, -0.391, -0.361, -0.016, -0.340, 0.118, 0.077, 0.051, 0.094, 0.089, -0.003]
}